1.
An isolated molecule of CH3N5, computed with ωB97M-V/def2-TZVPD.

- frontier orbital gap (eV) = 9.38
- energy relative to the best compared isomer or geometry (same formula, charge and spin) (kJ/mol) = 293.1
- LUMO level (eV) = 0.209
- F_max (eV/Å) = 6.6

```
9
Properties=species:S:1:pos:R:3:forces:R:3
H 2.1981 0.5453 -0.1986 1.2 -0.6 -0.1
N 1.9994 -0.4676 -0.1005 2.5 1.8 0.4
C 0.7816 -0.3802 0.0474 -3.0 -1.0 -1.8
N -0.0831 -1.4416 0.0032 -2.2 -3.2 0.9
N -1.3375 -1.0456 -0.0328 4.1 -5.1 -0.1
N -1.3010 0.1737 -0.0383 -3.5 5.3 -0.9
N -0.0600 0.7590 -0.1290 -0.1 3.1 5.1
H -2.1061 0.5853 -0.4877 0.1 0.8 0.1
H -0.0915 1.2717 0.9362 0.8 -1.0 -3.8
```
Forces are in eV/Å.

***

2.
An isolated molecule of CH3NO2, computed with ωB97M-V/def2-TZVPD.

- frontier orbital gap (eV) = 10.55
- energy relative to the best compared isomer or geometry (same formula, charge and spin) (kJ/mol) = 517.1
- LUMO level (eV) = -0.811
- F_max (eV/Å) = 6.5

```
7
Properties=species:S:1:pos:R:3:forces:R:3
C 0.6094 0.0221 0.0600 0.6 -0.1 -2.1
N -0.8200 -0.1108 0.0522 -0.5 -1.1 -0.1
O -1.2128 -1.2482 -0.5604 -0.1 5.7 3.1
O -1.2802 0.9900 0.5298 -1.5 -4.6 -2.0
H 0.6599 0.3907 -0.9750 1.1 -0.2 0.1
H 0.8615 0.8240 0.6831 0.5 0.8 1.0
H 1.1821 -0.8679 0.2103 -0.1 -0.6 0.0
```
Forces are in eV/Å.

***

- Number 2 is which compound?
  CH3NO2

***

- Among the records above, which one has the highest F_max?
  CH3N5

***

- Which of these has the highest energy relative to the best compared isomer or geometry (same formula, charge and spin)?
  CH3NO2

***

- Look up the LUMO level of the second one.
  -0.811 eV